Density functional theory data (ωB97M-V/def2-TZVPD) for C28H40B2MnO31 as an isolated structure in a non-equilibrium geometry.

Last column: Mulliken charge in e.
Geometry (Å):
Mn: 0.44 -0.59 0.32  2.30
O: -1.26 0.76 0.40  -0.04
C: -2.37 1.06 0.74  0.27
O: -2.69 2.06 1.52  -0.63
B: -4.15 2.13 1.67  1.08
O: -4.66 0.93 0.95  -0.50
C: -3.68 0.33 0.34  0.44
O: -3.72 -0.62 -0.39  -0.56
O: -4.71 3.38 1.16  -0.60
C: -5.61 3.85 2.01  0.60
O: -6.33 4.78 1.84  -0.56
C: -5.50 2.99 3.31  0.56
O: -4.56 2.08 3.09  -0.54
O: -6.13 3.14 4.31  -0.59
O: 1.45 1.46 -0.36  0.60
C: 2.01 2.52 -0.54  0.36
O: 2.64 3.22 0.36  -0.46
B: 3.22 4.44 -0.28  0.82
O: 2.89 4.26 -1.73  -0.54
C: 2.10 3.24 -1.90  -0.16
O: 1.54 2.88 -2.89  -0.54
O: 2.60 5.64 0.29  -0.58
C: 3.57 6.47 0.69  0.62
O: 3.41 7.55 1.17  -0.57
C: 4.92 5.75 0.47  0.55
O: 4.65 4.56 -0.08  -0.52
O: 5.99 6.17 0.75  -0.58
C: -4.22 -4.52 2.35  -1.06
C: -3.57 -3.42 3.16  -0.43
O: -2.75 -2.62 2.30  -0.19
C: -1.72 -1.95 2.77  0.19
O: -0.97 -1.36 2.03  -0.08
O: -1.63 -1.98 4.09  -0.51
C: -0.58 -1.23 4.68  -0.46
H: -3.48 -5.22 1.96  0.17
H: -4.82 -4.12 1.53  0.31
H: -4.89 -5.04 3.03  0.43
H: -3.00 -3.85 3.98  0.37
H: -4.35 -2.81 3.62  0.33
H: -0.61 -0.16 4.45  0.07
H: 0.40 -1.61 4.41  0.27
H: -0.70 -1.32 5.76  0.31
C: 4.86 1.40 -2.97  -1.01
C: 4.59 -0.08 -2.80  -0.25
O: 3.73 -0.21 -1.65  -0.06
C: 3.11 -1.32 -1.38  0.29
O: 2.28 -1.41 -0.49  -0.43
O: 3.47 -2.34 -2.14  -0.44
C: 2.82 -3.57 -1.90  -0.48
H: 3.91 1.89 -3.20  0.03
H: 5.55 1.54 -3.80  0.48
H: 5.34 1.81 -2.08  0.32
H: 5.50 -0.66 -2.62  0.35
H: 4.09 -0.48 -3.68  0.25
H: 1.74 -3.45 -1.77  -0.09
H: 3.19 -4.03 -0.98  0.32
H: 3.06 -4.25 -2.71  0.37
C: -2.72 1.99 -4.15  -1.61
C: -1.95 1.18 -3.14  0.56
O: -0.87 0.51 -3.86  -0.45
C: 0.13 0.09 -3.10  -0.08
O: 0.06 -0.10 -1.92  1.38
O: 1.25 -0.15 -3.77  -0.03
C: 1.42 0.45 -5.05  -1.04
H: -2.98 1.40 -5.03  0.36
H: -2.20 2.91 -4.40  0.37
H: -3.63 2.35 -3.66  0.42
H: -2.58 0.41 -2.69  -0.12
H: -1.50 1.76 -2.34  0.09
H: 1.40 1.54 -4.98  0.35
H: 0.66 0.15 -5.76  0.37
H: 2.37 0.13 -5.46  0.28
C: -1.22 -6.47 -0.25  -1.44
C: -0.85 -5.05 0.09  0.29
O: -1.59 -4.18 -0.80  -0.33
C: -1.14 -2.96 -1.00  0.49
O: -0.27 -2.46 -0.31  -0.73
O: -1.69 -2.34 -1.99  0.37
C: -2.63 -3.02 -2.84  -0.99
H: -2.19 -6.77 0.14  0.34
H: -0.46 -7.13 0.19  0.40
H: -1.18 -6.67 -1.32  0.36
H: 0.21 -4.88 -0.07  0.17
H: -1.14 -4.79 1.10  -0.04
H: -2.83 -2.34 -3.66  0.22
H: -3.50 -3.30 -2.25  0.28
H: -2.19 -3.93 -3.26  0.37
C: 0.03 3.55 3.63  -1.69
C: 0.40 2.30 2.86  1.61
O: 1.76 1.97 3.20  -0.40
C: 2.28 0.92 2.64  0.78
O: 1.65 0.12 1.95  -0.51
O: 3.56 0.84 2.90  -0.42
C: 4.30 -0.21 2.30  -0.27
H: 0.72 4.37 3.39  0.37
H: 0.06 3.32 4.69  0.40
H: -0.96 3.89 3.34  0.33
H: 0.34 2.41 1.78  -0.31
H: -0.27 1.50 3.18  -0.54
H: 4.04 -0.33 1.25  -0.17
H: 4.10 -1.15 2.82  0.31
H: 5.35 0.07 2.38  0.31

Output
- multiplicity = 6
- energy (eV) = -125845.132
- charge = 0
- E_HOMO (alpha / beta) (eV) = -9.3 / -9.3
- frontier orbital gap (alpha / beta) (eV) = 8.889 / 8.887
- LUMO (alpha / beta) (eV) = -0.450 / -0.451
- ⟨S²⟩ = 8.752